Density functional theory data (ωB97M-V/def2-TZVPD) for a cluster of 10 separate species, C90H190N10O10 in total.

```
! RIJCOSX wB97M-V def2-TZVPD def2/J DEFGRID3
* xyz 0 1
C -32.47183 -3.95467 1.61997
C -33.30150 -5.26736 2.04715
C -34.03998 -5.82894 0.82628
C -33.20943 -6.59684 -0.21547
C -32.54259 -7.85999 0.48415
C -31.72906 -7.42764 1.79529
N -32.53443 -6.40264 2.53161
O -31.86194 -5.93150 3.70015
C -31.51238 -8.67294 2.64091
C -30.35996 -6.87924 1.27650
C -34.41501 -4.83201 3.04779
H -31.58918 -3.86767 2.25359
H -33.02893 -3.01826 1.64976
H -31.94789 -4.00758 0.66563
H -34.88144 -6.45706 1.11869
H -34.52791 -4.97411 0.35801
H -32.36741 -6.03987 -0.62642
H -33.79125 -6.87005 -1.09578
H -31.97340 -8.50354 -0.18665
H -33.39977 -8.44116 0.82415
H -32.42293 -9.15882 2.99149
H -30.88198 -9.38443 2.10754
H -30.88592 -8.37401 3.48130
H -29.74046 -7.65246 0.82211
H -30.47857 -6.07345 0.55211
H -29.85512 -6.26818 2.02472
H -35.14167 -5.64235 3.10631
H -34.93637 -3.91831 2.76246
H -33.99451 -4.63944 4.03480
H -32.43251 -6.25359 4.40180
C -34.78750 -2.25671 -1.35628
C -35.47864 -1.38711 -2.43042
C -36.90246 -1.80591 -2.84759
C -37.87316 -0.76972 -3.59972
C -37.88080 0.60108 -2.96439
C -36.44191 1.10389 -2.59244
N -35.62591 0.04869 -1.95829
O -34.45522 0.56924 -1.46061
C -35.88804 1.68373 -3.81259
C -36.61117 2.31267 -1.65967
C -34.59472 -1.47567 -3.77326
H -34.95862 -3.32025 -1.52273
H -35.30730 -2.17467 -0.40172
H -33.74075 -1.96647 -1.26582
H -36.83471 -2.69001 -3.48152
H -37.34227 -2.16019 -1.91531
H -38.88694 -1.16466 -3.66597
H -37.49939 -0.58674 -4.60715
H -38.63378 0.69826 -2.18229
H -38.28377 1.31602 -3.68175
H -34.93262 2.13177 -3.53955
H -35.67879 0.88104 -4.51969
H -36.56005 2.38590 -4.30600
H -37.33101 3.03603 -2.04269
H -36.98854 1.89770 -0.72506
H -35.72125 2.86201 -1.35250
H -35.20215 -1.16748 -4.62424
H -34.31521 -2.51092 -3.96882
H -33.65957 -0.93974 -3.61093
H -34.54438 0.46718 -0.51022
C -30.59641 -0.46807 -1.54996
C -29.88480 -1.81516 -1.36890
C -30.72396 -2.89841 -2.10008
C -29.96943 -4.27285 -2.38245
C -28.64323 -4.00212 -3.01555
C -27.75318 -2.99462 -2.38991
N -28.56597 -1.78661 -1.95270
O -27.75242 -0.69139 -1.64575
C -26.99535 -3.66221 -1.19239
C -26.69268 -2.79406 -3.48877
C -29.78131 -2.19412 0.17906
H -30.70225 -0.13867 -2.58359
H -29.90934 0.20478 -1.03683
H -31.58734 -0.34150 -1.11391
H -31.72347 -3.12313 -1.72783
H -30.89419 -2.47159 -3.08849
H -30.69524 -4.91386 -2.88286
H -29.82163 -4.81214 -1.44680
H -28.86441 -3.61423 -4.00989
H -28.14546 -4.96534 -3.12758
H -26.39836 -2.94549 -0.62845
H -27.72255 -4.16977 -0.55864
H -26.23623 -4.39056 -1.47761
H -25.72744 -2.54240 -3.04938
H -26.46906 -3.67199 -4.09486
H -26.97325 -2.02460 -4.20803
H -29.54089 -3.23351 0.40258
H -30.77698 -2.17928 0.62238
H -29.10820 -1.49765 0.67899
H -27.49535 -0.36439 -2.51096
C -26.09249 4.79704 -0.38830
C -26.27583 5.00814 1.15705
C -27.53888 5.92919 1.51083
C -28.90896 5.19182 1.48648
C -28.81938 3.78875 2.27514
C -27.61546 2.84900 1.88530
N -26.37944 3.63138 1.80576
O -25.21963 2.84282 1.71792
C -27.55873 1.82375 3.07503
C -27.88813 2.15610 0.58406
C -24.98569 5.71568 1.62641
H -25.37188 4.02017 -0.64385
H -25.62286 5.72856 -0.70424
H -27.01773 4.89475 -0.95616
H -27.40188 6.60815 2.35246
H -27.60572 6.56337 0.62685
H -29.20865 4.91022 0.47703
H -29.69568 5.91270 1.70893
H -29.67357 3.15725 2.03085
H -29.01698 3.86569 3.34432
H -26.83458 1.07559 2.75260
H -27.22803 2.29198 4.00212
H -28.52528 1.33809 3.20929
H -28.71876 1.45037 0.59420
H -27.95349 2.97045 -0.13751
H -27.07961 1.49580 0.27034
H -24.06616 5.21016 1.33140
H -24.69759 5.64903 2.67553
H -24.86875 6.72287 1.22639
H -25.00532 2.74652 2.64872
C -37.20960 1.78869 8.67517
C -36.11767 2.11826 9.67753
C -36.52486 3.30178 10.55046
C -37.61098 3.01045 11.63764
C -37.18306 1.85960 12.51725
C -36.58054 0.62291 11.75486
N -35.69714 1.08289 10.65702
O -35.07838 0.00289 10.03224
C -35.71747 -0.24176 12.71317
C -37.76674 -0.19088 11.15594
C -34.84215 2.69198 8.99062
H -37.18914 2.45715 7.81445
H -38.18061 1.63402 9.14563
H -36.89415 0.89724 8.13303
H -35.69156 3.79252 11.05334
H -37.01731 4.04521 9.92363
H -38.56748 2.79692 11.16053
H -37.82524 3.84737 12.30227
H -38.00312 1.36837 13.04098
H -36.53025 2.24247 13.30169
H -36.33082 -0.60008 13.53991
H -35.39019 -1.14153 12.19219
H -34.85279 0.31822 13.06932
H -37.27153 -0.84846 10.44147
H -38.27012 -0.83605 11.87598
H -38.54268 0.39528 10.66356
H -34.39914 1.95149 8.32465
H -34.04725 2.92744 9.69830
H -35.02984 3.54956 8.34454
H -34.16086 0.11121 10.29306
C -33.22252 9.25296 1.35150
C -34.50051 8.36470 1.27025
C -35.39638 8.96483 0.14129
C -34.90117 8.59033 -1.27733
C -34.61153 7.06784 -1.43778
C -33.78314 6.39856 -0.27826
N -34.20511 6.89825 1.07459
O -33.68113 6.21442 2.11375
C -34.20758 4.90907 -0.51655
C -32.25723 6.77162 -0.58493
C -35.34855 8.57357 2.54128
H -32.99163 9.62092 0.35181
H -32.37336 8.65138 1.67577
H -33.32188 10.05683 2.08091
H -36.37296 8.49439 0.25569
H -35.43959 10.04869 0.03405
H -34.02761 9.16689 -1.58159
H -35.71045 8.80363 -1.97566
H -34.09898 6.99728 -2.39717
H -35.60540 6.63227 -1.54079
H -34.00358 4.60457 -1.54309
H -33.66773 4.28116 0.19225
H -35.29252 4.82424 -0.45476
H -31.58414 6.53139 0.23807
H -31.90749 6.22158 -1.45857
H -32.12209 7.83679 -0.77274
H -36.13125 7.81526 2.56218
H -35.67744 9.61106 2.48156
H -34.77540 8.48732 3.46442
H -34.40669 5.71250 2.49223
C -41.01671 6.41469 4.34985
C -40.94369 5.42197 3.08206
C -41.77747 6.14576 1.95326
C -41.51086 5.48015 0.57305
C -39.94282 5.71969 0.34335
C -39.10164 4.93309 1.37009
N -39.56258 5.23368 2.70776
O -38.80653 4.63372 3.61941
C -39.08590 3.40307 1.01830
C -37.63814 5.46321 1.18387
C -41.62254 4.13024 3.47417
H -40.70275 7.45562 4.27233
H -40.33579 5.99710 5.09151
H -41.99517 6.45924 4.82812
H -42.83378 6.20029 2.21654
H -41.51759 7.19057 1.78323
H -41.99088 5.99033 -0.26205
H -41.69893 4.41208 0.68235
H -39.66526 6.77116 0.26930
H -39.72214 5.19882 -0.58836
H -38.89756 3.12732 -0.01928
H -38.32801 2.96409 1.66715
H -40.09188 2.99705 1.12433
H -37.22243 4.95907 0.31144
H -37.62285 6.53002 0.96076
H -37.02129 5.22040 2.04911
H -42.67847 4.36360 3.61073
H -41.19223 3.64089 4.34793
H -41.74795 3.40427 2.67084
H -38.31198 5.38953 3.94464
C -37.84556 9.72678 6.17451
C -37.41299 8.50528 6.94496
C -38.08240 7.41743 6.18304
C -37.54221 6.06722 6.52309
C -36.01961 6.04600 6.27485
C -35.20503 7.17343 6.96823
N -35.87343 8.46135 6.75822
O -35.09588 9.55177 7.27245
C -35.01878 6.69979 8.53563
C -33.80741 7.19059 6.32638
C -37.91586 8.57907 8.46876
H -38.92374 9.88650 6.18516
H -37.52836 9.80670 5.13475
H -37.49222 10.61621 6.69621
H -39.15614 7.43094 6.37006
H -38.01373 7.62431 5.11507
H -38.03158 5.23996 6.00902
H -37.62600 5.88365 7.59425
H -35.84403 6.10317 5.20061
H -35.67343 5.06572 6.60241
H -35.95211 6.48935 9.05785
H -34.32423 5.87120 8.67400
H -34.53953 7.47352 9.13543
H -33.26550 6.28410 6.59605
H -33.86855 7.34967 5.24979
H -33.18240 8.01866 6.66066
H -38.55824 7.82325 8.92060
H -38.51322 9.47501 8.63781
H -37.08109 8.70152 9.15888
H -35.06569 9.36244 8.21311
C -32.22776 1.79701 1.21422
C -32.78108 1.41207 2.61262
C -31.74200 1.87890 3.63217
C -32.27643 1.93531 5.02768
C -33.51410 2.85226 5.04380
C -34.68879 2.24036 4.10270
N -34.06390 2.01076 2.78985
O -35.06190 1.54534 1.84157
C -35.37852 1.01373 4.77701
C -35.77832 3.33779 3.96285
C -32.91391 -0.16124 2.55305
H -32.88782 1.36316 0.46309
H -31.24505 1.35804 1.04199
H -32.04535 2.85812 1.04430
H -30.90492 1.18212 3.58876
H -31.21442 2.81869 3.46926
H -31.43783 2.20790 5.66842
H -32.56340 0.92989 5.33575
H -33.17522 3.81501 4.66121
H -33.96474 2.90367 6.03495
H -35.44237 0.13275 4.13835
H -34.97568 0.82383 5.77187
H -36.45980 1.07830 4.89853
H -36.42024 3.01203 3.14436
H -36.35531 3.48110 4.87643
H -35.38647 4.20450 3.43052
H -33.37818 -0.52542 3.46952
H -31.96334 -0.66714 2.38396
H -33.59517 -0.50894 1.77645
H -35.44204 2.28924 1.36862
C -27.75959 -2.13527 4.00431
C -28.55227 -1.74107 5.20814
C -30.06202 -1.55649 4.85576
C -30.95981 -2.82716 4.77571
C -30.68089 -3.68211 6.00909
C -29.23201 -3.91731 6.38946
N -28.45979 -2.64088 6.38823
O -27.18094 -2.86037 6.83728
C -29.23414 -4.47110 7.85700
C -28.71615 -5.02307 5.41337
C -28.03163 -0.34509 5.76094
H -26.77530 -2.42619 4.37123
H -27.61706 -1.41209 3.20131
H -28.08625 -3.05990 3.52845
H -30.49331 -0.86862 5.58303
H -30.05251 -1.01881 3.90765
H -30.63766 -3.41016 3.91291
H -31.99536 -2.53213 4.60629
H -31.04763 -4.70490 5.92240
H -31.21174 -3.18709 6.82226
H -28.30230 -4.98758 8.08730
H -29.30853 -3.61637 8.52931
H -30.01028 -5.23523 7.89972
H -29.10995 -6.03908 5.44059
H -29.11694 -4.84528 4.41544
H -27.62788 -5.07789 5.38547
H -27.06178 0.04464 5.45176
H -28.16551 -0.32420 6.84248
H -28.70527 0.43977 5.41700
H -27.26658 -2.38662 7.66784
*
```

The calculation puts the largest force on an atom at 0.09431 hartree/bohr. The structure (SMILES) is CC1(C)CCCC(C)(C)N1O.CC1(C)CCCC(C)(C)N1O.CC1(C)CCCC(C)(C)N1O.CC1(C)CCCC(C)(C)N1O.CC1(C)CCCC(C)(C)N1O.CC1(C)CCCC(C)(C)N1O.CC1(C)CCCC(C)(C)N1O.CC1(C)CCCC(C)(C)N1O.CC1(C)CCCC(C)(C)N1O.CC1(C)CCCC(C)(C)N1O. Its molar mass is 1572.570 u. The value obtained for the gap between HOMO and LUMO is 8.177 eV. The HOMO energy is -7.7069 eV. The calculation puts the total energy at -131769.441 eV. The calculation puts the LUMO energy at 0.5 eV.